1.
43
Properties=species:S:1:pos:R:3 method="wB97M-V/def2-TZVPD" homo_energy_ha=-0.3218 total_energy_ev=-31497.6411 e_lumo_ev=-0.04 spin_multiplicity=1 orbital_gap_ev=8.718
Be 0.534 0.768 0.530
O -0.153 1.954 3.696
C 0.229 1.744 2.580
O 0.514 0.552 2.060
C 0.405 2.864 1.490
O 0.373 4.036 1.728
O 0.585 2.301 0.298
N 1.524 -0.110 -0.603
C 2.092 -1.376 -0.180
C 1.387 -2.546 -0.403
C 1.911 -3.751 0.041
C 3.128 -3.782 0.706
C 3.819 -2.599 0.932
C 3.302 -1.392 0.490
H 2.260 0.562 -0.814
H 0.989 -0.233 -1.458
H 0.428 -2.516 -0.911
H 1.361 -4.667 -0.133
H 3.533 -4.723 1.052
H 4.764 -2.612 1.459
H 3.830 -0.464 0.682
C -5.026 -0.837 -0.297
C -3.755 -0.379 -1.015
Sb -2.132 0.247 0.276
C -2.790 2.245 0.759
C -4.279 2.560 0.642
C -2.619 -0.859 2.060
C -3.499 -0.119 3.067
H -5.774 -1.166 -1.023
H -5.470 -0.039 0.294
H -4.830 -1.675 0.372
H -3.954 0.462 -1.682
H -3.363 -1.186 -1.636
H -2.209 2.890 0.099
H -2.437 2.448 1.775
H -4.675 2.331 -0.349
H -4.439 3.627 0.819
H -4.870 2.019 1.379
H -1.654 -1.099 2.505
H -3.079 -1.794 1.737
H -2.997 0.775 3.441
H -3.707 -0.759 3.928
H -4.457 0.173 2.637

---

2.
65
Properties=species:S:1:pos:R:3 method="wB97M-V/def2-TZVPD" homo_energy_ha=-0.3253 total_energy_ev=-244175.9577 e_lumo_ev=0.21 spin_multiplicity=1 smiles=CCBc1ccccc1.ClCCl.ClCCl.ClCCl.ClCCl.ClCCl.ClCCl.ClCCl.ClCCl.ClCCl orbital_gap_ev=9.060
C -0.266 -2.107 -4.497
C -1.208 -1.255 -3.536
B -0.969 0.335 -3.714
C -0.583 1.140 -2.377
C -1.270 0.726 -1.141
C -1.025 1.305 0.162
C -0.041 2.402 0.226
C 0.625 2.840 -0.985
C 0.397 2.222 -2.315
H -0.851 -2.412 -5.397
H -0.007 -3.057 -3.950
H 0.703 -1.601 -4.724
H -0.990 -1.601 -2.491
H -2.305 -1.464 -3.717
H -1.101 0.896 -4.750
H -2.003 -0.112 -1.203
H -1.569 0.910 1.084
H 0.150 2.849 1.227
H 1.362 3.667 -0.929
H 0.947 2.543 -3.282
C 3.934 -0.857 -5.674
Cl 2.920 0.574 -5.916
Cl 3.178 -1.998 -4.557
H 4.083 -1.348 -6.632
H 4.891 -0.545 -5.265
C -4.873 1.630 1.719
Cl -5.147 2.029 3.425
Cl -3.213 2.001 1.227
H -5.051 0.567 1.573
H -5.561 2.209 1.108
C 2.865 -4.082 -1.022
Cl 4.583 -4.496 -0.983
Cl 2.202 -4.251 -2.650
H 2.327 -4.746 -0.351
H 2.745 -3.052 -0.698
C -6.332 3.019 6.603
Cl -7.281 4.481 6.322
Cl -7.129 1.946 7.760
H -6.211 2.492 5.661
H -5.359 3.301 6.997
C -4.056 -1.565 3.787
Cl -2.363 -2.066 3.829
Cl -4.741 -1.746 2.165
H -4.624 -2.181 4.479
H -4.122 -0.521 4.081
C -8.278 -1.202 9.939
Cl -7.300 -2.571 10.483
Cl -9.821 -1.743 9.267
H -8.472 -0.549 10.786
H -7.730 -0.660 9.172
C 7.989 -4.440 -2.889
Cl 9.469 -3.671 -2.304
Cl 7.492 -3.771 -4.448
H 8.167 -5.505 -3.004
H 7.196 -4.273 -2.165
C 4.081 4.181 -3.383
Cl 2.599 3.312 -2.949
Cl 5.520 3.223 -3.000
H 4.071 4.388 -4.450
H 4.120 5.113 -2.826
C 6.650 1.966 0.158
Cl 5.170 1.100 0.587
Cl 8.087 1.010 0.542
H 6.639 2.173 -0.908
H 6.687 2.898 0.715

---

3.
11
Properties=species:S:1:pos:R:3 method="wB97M-V/def2-TZVPD" homo_energy_ha=-0.1030 total_energy_ev=-23858.5021 charge=-1 e_lumo_ev=3.85 spin_multiplicity=1 orbital_gap_ev=6.652
C 0.047 -0.317 -1.918
S -0.394 1.433 -1.459
H 0.293 -0.250 -2.973
H -0.758 -0.968 -1.597
H 0.964 -0.585 -1.393
H -0.699 1.283 0.042
C 0.173 -0.261 1.826
S -0.803 1.310 1.875
H 0.979 -0.188 1.097
H -0.415 -1.165 1.676
H 0.614 -0.291 2.825

---

4.
78
Properties=species:S:1:pos:R:3 method="wB97M-V/def2-TZVPD" homo_energy_ha="-0.2430 / -0.2301" total_energy_ev=-155923.9594 charge=-1 e_lumo_ev="1.69 / 1.91" spin_multiplicity=4 orbital_gap_ev="8.298 / 8.172"
Cr -0.172 1.226 -1.240
F -1.003 -0.024 -4.985
C 0.325 -0.086 -5.035
F 0.754 -1.105 -4.297
F 0.698 -0.287 -6.294
S 1.036 1.502 -4.392
O 0.249 1.779 -3.193
O 0.884 2.431 -5.460
N 2.536 1.174 -4.109
S 3.029 0.654 -2.690
O 2.396 1.335 -1.584
O 3.203 -0.764 -2.601
C 4.743 1.324 -2.807
F 4.733 2.651 -2.903
F 5.444 0.975 -1.730
F 5.335 0.809 -3.888
O 0.377 4.108 3.683
C -0.360 3.047 3.938
O -0.833 2.835 5.028
C -0.589 2.092 2.808
C -1.335 0.932 2.884
Cl -2.284 0.371 4.166
N -1.302 0.309 1.682
N -0.599 1.053 0.800
C -0.155 2.110 1.474
C 0.556 3.159 0.658
O 1.118 4.099 1.223
O 0.474 2.968 -0.590
C -1.849 -0.986 1.395
C -1.568 -2.033 2.264
C -2.122 -3.279 2.033
C -2.954 -3.482 0.940
C -3.207 -2.436 0.065
C -2.653 -1.186 0.290
H 0.713 4.143 2.730
H -0.902 -1.880 3.103
H -1.900 -4.097 2.706
H -3.390 -4.455 0.757
H -3.826 -2.589 -0.808
H -2.831 -0.378 -0.398
O -0.606 -5.166 -1.896
C 0.392 -5.076 -1.049
O 0.916 -6.069 -0.601
C 0.856 -3.711 -0.608
C 1.877 -3.563 0.304
Cl 2.795 -4.779 1.055
N 1.988 -2.250 0.624
N 1.085 -1.519 -0.054
C 0.408 -2.360 -0.811
C -0.589 -1.778 -1.785
O -1.279 -2.536 -2.464
O -0.725 -0.512 -1.908
C 2.945 -1.589 1.463
C 4.257 -2.029 1.576
C 5.148 -1.311 2.360
C 4.752 -0.148 3.001
C 3.439 0.285 2.883
C 2.536 -0.446 2.130
H -0.935 -4.259 -2.188
H 4.596 -2.898 1.037
H 6.174 -1.651 2.432
H 5.464 0.424 3.581
H 3.113 1.199 3.363
H 1.510 -0.139 2.042
C -2.034 2.213 -1.646
C -3.099 2.330 -0.621
C -2.970 3.205 0.464
C -3.917 3.255 1.473
C -5.053 2.455 1.409
C -5.243 1.644 0.299
C -4.283 1.590 -0.702
H -1.644 3.197 -1.907
H -2.387 1.708 -2.547
H -2.102 3.855 0.512
H -3.779 3.931 2.310
H -5.785 2.476 2.207
H -6.142 1.046 0.210
H -4.449 0.959 -1.570